(w)
The following is a quantum chemistry calculation of 2 unconnected molecules or ions with the total composition C4H7ClN, from the Open Molecules 2025 dataset.

Last column: natural (NBO) charge in e.
Element x y z (Å)
C (-0.72208, 1.41170, 0.92860)  -0.192
C (1.98654, -0.82292, -0.31156)  -0.353
C (-1.57146, 0.23327, 0.36600)  0.285
C (0.69142, -1.34551, -0.39932)  -0.248
N (-1.03291, 1.05717, -0.42740)  -0.391
Cl (0.14789, -2.18536, -1.90088)  -0.014
H (-1.33199, 2.26725, 1.30998)  0.230
H (0.19159, 1.31399, 1.40527)  0.237
H (2.22713, -0.39591, 0.61477)  0.205
H (2.66048, -0.68502, -1.12281)  0.235
H (-2.33337, -0.67871, 0.52899)  0.337
H (0.04640, -1.51196, 0.42593)  0.187
H (-0.95965, 1.34201, -1.41756)  0.482

Values from the calculation:
- highest occupied orbital energy (eV) = -13.49
- frontier orbital gap (eV) = 7.80
- molar mass (g/mol) = 104.56
- charge = +1
- multiplicity = 1

(x)
The following is a quantum chemistry calculation of a gas-phase ion, C4H7ClN (charge +1), from the Open Molecules 2025 dataset.

Last column: natural (NBO) charge in e.
Element x y z (Å)
C (0.25395, 0.81609, -0.98468)  0.020
C (0.52075, 0.94493, -2.22652)  -0.048
C (-1.37782, 0.21197, 0.80606)  -0.435
C (0.96138, -0.95344, 0.45131)  -0.426
N (0.15983, 0.30694, 0.32690)  -0.406
Cl (0.64273, 1.35600, -3.70508)  0.305
H (-1.45078, -0.27913, 1.84422)  0.256
H (-1.94786, 1.15458, 0.64445)  0.268
H (-1.92531, -0.63734, 0.18784)  0.251
H (1.92721, -0.82252, -0.07267)  0.256
H (1.28720, -1.10846, 1.54612)  0.243
H (0.46017, -1.82681, 0.01428)  0.250
H (0.48854, 0.83719, 1.16777)  0.466

Values from the calculation:
- highest occupied orbital energy (eV) = -14.21
- frontier orbital gap (eV) = 10.75
- molar mass (g/mol) = 104.56
- charge = +1
- multiplicity = 1

Result of the stability comparison: (w) is the least stable of them.

(w)
The following is a quantum chemistry calculation of a gas-phase ion, C5H12NOS (charge +1), from the Open Molecules 2025 dataset.

Last column: natural (NBO) charge in e.
Element x y z (Å)
C (0.23465, -0.47260, -0.13682)  -0.080
C (-1.10484, 0.18747, 0.50604)  -0.432
C (2.10571, -1.05356, 1.12168)  -0.401
C (2.38249, 0.22789, -1.14303)  -0.353
C (-3.50638, 1.13966, -0.15881)  -0.771
N (1.59044, -0.04219, 0.14999)  -0.387
O (-2.68818, -1.35948, -0.80305)  -0.936
S (-2.71671, -0.48701, 0.36122)  1.330
H (-0.03478, -1.17452, -0.82038)  0.232
H (-0.80918, 0.94944, 1.30430)  0.228
H (3.09924, -1.11854, 0.83884)  0.220
H (1.91157, -0.66246, 2.10952)  0.247
H (1.57473, -2.07431, 1.04786)  0.267
H (3.32101, 0.39220, -0.77848)  0.223
H (2.30457, -0.75762, -1.60271)  0.226
H (1.83556, 0.93715, -1.61906)  0.231
H (-3.02882, 1.51814, -1.16264)  0.247
H (-3.41209, 1.87856, 0.53849)  0.229
H (-4.49074, 1.04846, -0.15092)  0.236
H (1.43174, 0.92334, 0.39798)  0.445

Values from the calculation:
- highest occupied orbital energy (spin up / spin down) (eV) = -12.67 / -12.67
- frontier orbital gap (spin up / spin down) (eV) = 8.43 / 8.43
- molar mass (g/mol) = 134.22
- charge = +1
- multiplicity = 1

(x)
The following is a quantum chemistry calculation of a gas-phase ion, C5H12NOS (charge +1), from the Open Molecules 2025 dataset.

Last column: natural (NBO) charge in e.
Element x y z (Å)
C (1.11510, -0.89980, -0.79299)  -0.210
C (1.77370, -0.48943, 0.27330)  -0.376
C (-0.23903, -1.62981, -0.83053)  -0.463
C (-1.40482, -0.69700, -0.90492)  -0.459
C (-1.30623, 0.67790, -0.22205)  0.292
N (-0.38866, 1.76315, -1.01687)  -0.797
O (-0.64100, 0.58846, 0.94022)  -0.704
S (3.02781, 0.77787, 0.40355)  0.030
H (1.48800, -0.46522, -1.72990)  0.195
H (1.52473, -0.87605, 1.29243)  0.223
H (-0.08219, -2.08544, 0.08101)  0.226
H (-0.28765, -2.37253, -1.61316)  0.261
H (-2.36423, -1.07123, -0.37198)  0.275
H (-1.61435, -0.59694, -2.07926)  0.237
H (-2.24277, 1.22834, -0.01982)  0.222
H (-0.08428, 2.45418, -0.23196)  0.475
H (0.42095, 1.41249, -1.67738)  0.458
H (-0.90843, 2.26471, -1.80783)  0.439
H (0.03011, -0.12867, 0.81076)  0.507
H (3.80510, 0.20340, 1.34784)  0.170

Values from the calculation:
- highest occupied orbital energy (eV) = -12.81
- frontier orbital gap (eV) = 9.28
- molar mass (g/mol) = 134.22
- charge = +1
- multiplicity = 1

Result of the stability comparison: (w) is the least stable of them.

(w)
The following is a quantum chemistry calculation of a molecular structure, C6H9N3O, from the Open Molecules 2025 dataset.

Last column: natural (NBO) charge in e.
Element x y z (Å)
C (-0.68891, -2.40468, -2.13063)  -0.704
C (-0.92435, -0.96020, -1.63737)  0.675
C (0.02530, 0.79087, -0.13605)  0.528
C (-0.04896, 2.84902, 0.27798)  -0.097
C (0.43665, 2.24220, 1.39107)  -0.104
C (0.84239, -0.18081, 2.10575)  -0.407
H (-1.08267, -3.07811, -1.40504)  0.226
H (0.57818, -2.54786, -2.18676)  0.204
H (-1.17845, -2.63761, -3.19997)  0.253
H (0.66610, -1.21848, -0.44174)  0.388
H (-0.22938, 3.81724, 0.07735)  0.206
H (0.60078, 2.68885, 2.53949)  0.224
H (-0.12611, -1.12668, 2.23174)  0.227
H (0.83567, 0.38296, 2.99356)  0.212
H (1.99185, -0.48398, 1.85155)  0.221
N (0.05433, -0.57846, -0.73049)  -0.649
N (-0.31741, 1.82931, -0.71787)  -0.435
N (0.36977, 0.84861, 1.14532)  -0.405
O (-1.80479, -0.23218, -2.02789)  -0.562

Values from the calculation:
- highest occupied orbital energy (eV) = -8.83
- frontier orbital gap (eV) = 9.28
- molar mass (g/mol) = 139.16
- charge = 0
- multiplicity = 1

(x)
The following is a quantum chemistry calculation of 2 unconnected molecules or ions with the total composition C6H9N3O, from the Open Molecules 2025 dataset.

Last column: natural (NBO) charge in e.
Element x y z (Å)
C (1.05896, -1.00546, -2.40641)  -0.422
N (1.94390, -1.66745, -1.46375)  -0.382
C (3.26167, -1.18778, -1.14508)  -0.081
C (3.34120, 0.32584, -1.00576)  -0.060
N (3.60321, 0.71898, 0.35456)  -0.526
C (2.24953, 0.28004, 0.04176)  -0.075
C (1.15273, 1.20666, 0.23630)  0.316
N (0.45655, 2.14957, 0.16366)  -0.336
C (2.15637, -1.23797, -0.10840)  -0.069
H (1.13902, 0.09629, -2.40742)  0.180
H (1.29626, -1.37019, -3.41986)  0.209
H (0.01788, -1.28380, -2.17261)  0.219
H (4.12059, -1.85525, -1.25572)  0.219
H (3.45660, 1.06320, -1.80239)  0.230
H (4.11776, 0.00989, 0.88654)  0.360
H (2.00875, -1.93805, 0.71823)  0.222
O (-1.49544, 0.58341, 1.38531)  -0.973
H (-0.83886, 0.21727, 1.99353)  0.466
H (-1.26517, 1.56353, 1.11539)  0.502

Values from the calculation:
- highest occupied orbital energy (eV) = -9.67
- frontier orbital gap (eV) = 10.37
- molar mass (g/mol) = 139.16
- charge = 0
- multiplicity = 1

(y)
The following is a quantum chemistry calculation of C6H9N3O in the gas phase, from the Open Molecules 2025 dataset.

Last column: natural (NBO) charge in e.
Element x y z (Å)
N (1.04646, -2.01123, -0.27669)  -0.833
C (-0.05925, -1.26599, 0.30525)  -0.217
C (0.08952, 0.20218, -0.02692)  0.015
N (-0.41744, 0.61407, -1.32524)  -0.569
C (-1.09984, 1.10438, -0.12439)  -0.143
C (-2.44532, 0.64060, 0.15010)  -0.028
C (-3.56754, 0.27103, 0.41193)  -0.214
C (1.32985, 0.84550, 0.54220)  0.641
N (2.46273, 0.91990, -0.16434)  -0.823
H (1.06393, -2.96364, 0.07334)  0.363
H (0.94326, -2.07006, -1.28639)  0.358
H (-1.05179, -1.59854, -0.04054)  0.196
H (-0.03122, -1.38144, 1.39712)  0.219
H (0.11779, 1.36244, -1.75969)  0.352
H (-0.92721, 2.14962, 0.14900)  0.229
H (-4.55318, -0.08887, 0.64907)  0.242
O (1.51807, 0.96505, 1.76846)  -0.631
H (2.38188, 1.26178, -1.11354)  0.396
H (3.19929, 1.04323, 0.67127)  0.446

Values from the calculation:
- highest occupied orbital energy (eV) = -9.34
- frontier orbital gap (eV) = 9.99
- molar mass (g/mol) = 139.16
- charge = 0
- multiplicity = 1

Result of the stability comparison: (x) is the least stable of them.

(w)
The following is a quantum chemistry calculation of C4H6ClNOS in the gas phase, from the Open Molecules 2025 dataset.

Last column: natural (NBO) charge in e.
Element x y z (Å)
C (2.22585, 0.41812, 1.16769)  -0.258
C (0.12574, 0.15029, 0.07483)  0.520
C (-1.72494, -0.56723, -1.32820)  -0.554
C (-1.30996, -0.27671, 0.10196)  -0.274
H (2.82005, -0.28950, 0.58903)  0.199
H (2.34535, 1.45729, 0.85030)  0.202
H (2.60318, 0.31795, 2.17232)  0.196
H (-2.72554, -0.28627, -1.50490)  0.246
H (-1.59923, -1.65424, -1.52286)  0.224
H (-1.34321, -1.14813, 0.74757)  0.242
N (0.69111, 0.39646, -1.04722)  -0.603
O (0.78628, 0.08635, 1.23022)  -0.484
S (-0.52433, 0.41286, -2.30438)  0.377
Cl (-2.37037, 0.98276, 0.77363)  -0.034

Values from the calculation:
- highest occupied orbital energy (eV) = -8.42
- frontier orbital gap (eV) = 9.19
- molar mass (g/mol) = 151.62
- charge = 0
- multiplicity = 1

(x)
The following is a quantum chemistry calculation of C4H6ClNOS in the gas phase, from the Open Molecules 2025 dataset.

Last column: natural (NBO) charge in e.
Element x y z (Å)
C (0.96518, -0.63918, 0.13911)  0.572
C (0.42869, 0.60746, 0.63139)  -0.103
C (-2.35537, -1.07603, -1.21839)  -0.562
C (1.22937, 1.82409, 0.71286)  -0.680
N (0.04667, -1.73456, 0.04566)  -0.837
O (2.11255, -0.76540, -0.21159)  -0.565
S (-1.57397, -1.92470, -0.02431)  0.598
Cl (-1.64543, 0.35593, -1.79970)  0.030
H (-0.57744, 0.55952, 0.95864)  0.188
H (-3.42899, -1.15351, -1.16613)  0.232
H (1.85103, 1.94808, 1.54351)  0.241
H (0.55914, 2.84642, 0.80143)  0.221
H (1.87931, 1.78483, -0.14186)  0.246
H (0.50925, -2.63296, -0.27061)  0.420

Values from the calculation:
- highest occupied orbital energy (spin up / spin down) (eV) = -8.81 / -7.37
- frontier orbital gap (spin up / spin down) (eV) = 8.74 / 6.39
- molar mass (g/mol) = 151.62
- charge = 0
- multiplicity = 1

Result of the stability comparison: (x) is the least stable of them.